This record from the Open Molecules 2025 dataset describes a 2-piece molecular cluster, C3H9N3 overall. The level of theory is ωB97M-V with the def2-TZVPD basis set.

Computed properties:
Structure (SMILES)   [H]/N=C/N.C=CN
Energy   -283.90661 hartree
Energy above the lowest of the compared OMol25 structures with the same formula, charge and spin   200.8 kJ/mol
Frontier orbital gap   9.0 eV
HOMO energy   -7.876 eV
Lowest unoccupied orbital energy   1.1 eV

Geometry as ORCA input:
```
! wB97M-V def2-TZVPD RIJCOSX def2/J DEFGRID3
* xyz 0 1
H 0.322 0.723 2.831
N 0.147 -0.141 2.325
C -1.104 -0.121 2.121
N -1.747 -0.968 1.248
H -1.644 0.827 2.207
H -1.186 -1.673 0.791
H -2.641 -1.354 1.505
C 1.914 0.367 -1.075
C 0.709 0.182 -1.618
N 0.273 0.724 -2.830
H 2.280 -0.467 -0.493
H 2.539 1.224 -1.284
H 0.107 -0.639 -1.239
H -0.089 0.173 -3.584
H 0.804 1.537 -3.087
*
```